# 1
85
Properties=species:S:1:pos:R:3 method="wB97M-V/def2-TZVPD" orbital_gap_ev="5.20 / 5.37" multiplicity=2 fmax_ha_per_bohr=0.0123 total_charge=-2 relative_energy_kcal_mol=7.1 homo_energy_ev="-1.218 / -1.389" total_energy_ha=-13440.192897 s2=0.80
Co 1.214 -0.152 -0.016
C -4.620 -4.924 -0.188
C -4.832 -3.802 0.840
C -4.746 -4.397 2.252
C -6.243 -3.245 0.645
C -3.759 -2.730 0.665
C -2.413 -3.065 0.788
C -1.440 -2.109 0.626
Br 0.368 -2.671 0.785
C -1.690 -0.736 0.341
O -0.743 0.125 0.184
C -3.073 -0.403 0.222
C -4.034 -1.401 0.378
C -3.618 0.991 -0.153
C -4.189 0.914 -1.579
C -2.607 2.141 -0.126
C -4.744 1.391 0.818
H -5.387 -5.698 -0.080
H -3.644 -5.393 -0.065
H -4.669 -4.523 -1.201
H -5.497 -5.181 2.391
H -4.911 -3.620 3.001
H -3.762 -4.830 2.436
H -6.975 -4.047 0.779
H -6.373 -2.833 -0.357
H -6.466 -2.460 1.370
H -2.105 -4.080 1.004
H -5.069 -1.112 0.255
H -3.398 0.644 -2.282
H -4.600 1.883 -1.877
H -4.980 0.165 -1.659
H -1.722 1.949 -0.723
H -2.272 2.344 0.891
H -3.102 3.043 -0.500
H -5.606 0.725 0.765
H -5.089 2.403 0.585
H -4.372 1.384 1.845
O 3.337 0.912 -3.318
C 2.328 1.238 -4.239
C 1.046 1.833 -3.633
C 0.340 2.508 -4.822
O -0.938 3.056 -4.512
C 1.387 2.930 -2.607
Se 1.442 2.520 -0.672
C 0.082 0.759 -3.083
Se 0.848 -0.918 -2.394
H 2.956 0.219 -2.742
H 2.053 0.365 -4.848
H 2.770 1.988 -4.908
H 0.237 1.773 -5.634
H 0.945 3.341 -5.193
H -1.350 2.458 -3.878
H 0.637 3.717 -2.687
H 2.354 3.364 -2.873
H -0.611 0.445 -3.871
H -0.494 1.173 -2.253
C 4.869 -0.132 4.695
C 3.442 -0.527 5.073
C 2.444 0.023 4.107
N 2.041 -0.593 3.063
N 1.240 0.160 2.254
C 0.976 1.338 2.743
N 0.080 2.198 2.200
S 1.793 1.645 4.247
H 5.589 -0.631 5.346
H 5.015 0.947 4.790
H 5.069 -0.413 3.661
H 3.198 -0.188 6.084
H 3.336 -1.612 5.048
H -0.239 1.882 1.280
H 0.361 3.167 2.180
Br 7.509 -0.960 1.708
C 6.685 0.313 0.540
C 7.565 1.255 0.024
C 7.108 2.226 -0.855
C 5.771 2.243 -1.214
C 4.909 1.293 -0.693
C 5.333 0.309 0.197
C 4.283 -0.691 0.701
O 4.625 -1.499 1.567
O 3.140 -0.590 0.166
H 8.607 1.219 0.312
H 7.802 2.956 -1.255
H 5.383 2.984 -1.902
H 3.863 1.313 -0.963

# 2
78
Properties=species:S:1:pos:R:3 method="wB97M-V/def2-TZVPD" orbital_gap_ev="5.13 / 7.57" multiplicity=2 fmax_ha_per_bohr=0.0072 total_charge=-1 relative_energy_kcal_mol=0.0 homo_energy_ev="-2.426 / -4.881" total_energy_ha=-2576.172509 s2=0.76
Hg -0.107 1.035 -2.292
C 0.841 -6.285 -5.405
C 1.189 -5.126 -6.085
C 0.870 -3.887 -5.551
C 0.222 -3.775 -4.321
C -0.124 -4.947 -3.651
C 0.177 -6.191 -4.190
P -0.107 -2.062 -3.719
C -1.247 -2.430 -2.327
C -0.820 -2.734 -1.037
C -1.741 -3.010 -0.036
C -3.100 -2.989 -0.313
C -3.537 -2.680 -1.594
C -2.615 -2.394 -2.589
C 1.467 -1.682 -2.850
C 2.502 -2.609 -2.720
C 3.696 -2.246 -2.113
C 3.857 -0.954 -1.636
C 2.812 -0.043 -1.746
C 1.600 -0.380 -2.348
H 1.080 -7.256 -5.821
H 1.700 -5.188 -7.038
H 1.130 -2.984 -6.093
H -0.638 -4.889 -2.699
H -0.104 -7.090 -3.655
H 0.240 -2.737 -0.813
H -1.395 -3.231 0.967
H -3.817 -3.185 0.475
H -4.597 -2.634 -1.811
H -2.955 -2.111 -3.579
H 2.387 -3.619 -3.098
H 4.496 -2.971 -2.018
H 4.790 -0.661 -1.167
H 2.947 0.958 -1.347
C 1.261 -1.139 1.462
C 1.289 0.290 1.991
C 0.508 0.365 3.302
C 2.729 0.745 2.204
O 0.694 1.087 0.966
Si 0.009 2.591 1.031
S -0.268 3.339 -0.861
O 1.015 3.450 2.025
C 0.831 4.697 2.685
C 2.178 5.409 2.632
C -0.241 5.553 2.017
C 0.438 4.394 4.130
O -1.375 2.505 1.957
C -2.669 1.996 1.636
C -2.574 0.731 0.789
C -3.474 3.070 0.912
C -3.320 1.673 2.978
H 1.721 -1.824 2.179
H 1.801 -1.201 0.516
H 0.227 -1.447 1.294
H 0.977 -0.290 4.041
H -0.521 0.039 3.149
H 0.491 1.381 3.693
H 3.229 0.093 2.925
H 2.749 1.770 2.572
H 3.272 0.696 1.260
H 2.452 5.601 1.594
H 2.948 4.781 3.082
H 2.139 6.359 3.170
H -0.006 5.711 0.964
H -0.304 6.521 2.519
H -1.214 5.065 2.077
H 1.220 3.807 4.615
H -0.487 3.815 4.137
H 0.288 5.315 4.699
H -2.107 0.938 -0.175
H -3.571 0.327 0.600
H -1.983 -0.030 1.300
H -2.994 3.328 -0.031
H -3.534 3.968 1.532
H -4.489 2.717 0.714
H -2.751 0.901 3.498
H -4.344 1.321 2.838
H -3.339 2.567 3.604

# 3
80
Properties=species:S:1:pos:R:3 method="wB97M-V/def2-TZVPD" orbital_gap_ev=6.91 fmax_ha_per_bohr=0.0144 total_charge=+1 relative_energy_kcal_mol=4.4 homo_energy_ev=-9.607 total_energy_ha=-2298.214631
Pt -0.534 0.172 -0.231
C 1.079 4.016 -2.876
C 0.436 3.254 -1.720
C 0.519 4.057 -0.421
P 0.950 1.504 -1.417
C 1.541 0.784 -3.012
C 1.606 -0.739 -2.888
C 2.897 1.306 -3.488
C 2.365 1.381 -0.329
C 3.516 2.169 -0.430
C 4.659 1.852 0.272
C 4.671 0.672 1.014
C 3.544 -0.116 1.133
C 2.327 0.268 0.537
N 1.130 -0.435 0.722
C 0.863 -1.151 1.921
C 1.549 -0.989 3.130
C 1.144 -1.666 4.273
C 0.046 -2.511 4.262
C -0.653 -2.670 3.075
C -0.253 -2.009 1.923
P -1.091 -2.030 0.326
C -2.802 -2.652 0.591
C -3.731 -2.194 -0.539
C -2.959 -4.157 0.814
C -0.114 -3.212 -0.689
C -0.755 -3.428 -2.063
C 0.229 -4.540 -0.013
H 0.559 4.968 -3.005
H 1.016 3.479 -3.822
H 2.126 4.245 -2.676
H -0.626 3.123 -1.963
H 1.551 4.334 -0.200
H 0.143 3.494 0.433
H -0.065 4.974 -0.512
H 0.767 1.040 -3.744
H 2.360 -1.030 -2.151
H 1.887 -1.178 -3.847
H 0.649 -1.154 -2.580
H 3.686 1.009 -2.798
H 2.937 2.385 -3.612
H 3.118 0.853 -4.456
H 3.513 3.028 -1.090
H 5.540 2.476 0.207
H 5.584 0.350 1.499
H 3.609 -1.051 1.669
H 2.380 -0.307 3.209
H 1.694 -1.508 5.193
H -0.265 -3.029 5.159
H -1.530 -3.304 3.058
H -3.099 -2.123 1.504
H -3.538 -2.754 -1.457
H -3.604 -1.136 -0.755
H -4.772 -2.365 -0.260
H -2.822 -4.703 -0.120
H -3.971 -4.365 1.166
H -2.261 -4.562 1.544
H 0.818 -2.652 -0.816
H -1.608 -4.106 -1.990
H -0.037 -3.879 -2.750
H -1.106 -2.495 -2.509
H -0.608 -5.236 -0.037
H 0.543 -4.408 1.023
H 1.056 -5.007 -0.551
N -4.149 1.969 -1.367
C -3.143 1.157 -1.677
N -2.298 1.129 -0.663
C -2.860 1.976 0.269
N -3.989 2.496 -0.140
C -2.228 2.299 1.564
C -2.806 3.167 2.480
N -2.190 3.472 3.616
C -0.996 2.926 3.822
C -0.408 2.064 2.903
N -1.037 1.745 1.782
H -4.964 2.199 -1.913
H -3.044 0.623 -2.607
H -3.772 3.619 2.288
H -0.491 3.178 4.746
H 0.573 1.636 3.064